[1]
{"formula": "C40H71FN2O12", "method": "ωB97M-V/def2-TZVPD", "symbols": ["O", "O", "H", "H", "C", "H", "H", "H", "H", "H", "H", "O", "O", "H", "C", "C", "C", "H", "H", "C", "C", "H", "H", "H", "O", "C", "H", "H", "H", "H", "H", "H", "H", "O", "H", "H", "H", "H", "H", "C", "H", "H", "H", "H", "C", "H", "O", "C", "C", "H", "C", "H", "C", "C", "C", "C", "C", "C", "H", "H", "H", "O", "H", "H", "H", "H", "O", "H", "C", "C", "H", "C", "F", "H", "O", "H", "N", "H", "H", "C", "C", "O", "H", "C", "H", "C", "C", "H", "C", "H", "C", "H", "H", "H", "C", "H", "H", "C", "H", "C", "H", "N", "H", "H", "C", "H", "H", "C", "O", "H", "H", "C", "C", "C", "C", "H", "H", "H", "H", "H", "C", "C", "C", "H", "H", "H"], "coordinates": [[-6.62214, 4.11345, -0.24710], [-4.78590, 5.11179, -12.32852], [-1.74026, 3.71942, -1.02256], [2.79081, -2.85685, 5.56864], [4.95547, -1.32743, 6.63515], [0.24116, 5.05534, 1.60335], [0.30443, -2.80121, -6.63167], [-5.76292, 4.74641, 1.53875], [0.69300, 1.88062, -2.99449], [8.32046, -2.24688, 6.83146], [-1.45147, 1.46100, -0.88379], [5.29868, -5.66516, 8.25788], [-2.34219, 0.67070, -10.32171], [-6.22776, 0.48038, -2.27209], [-6.07457, 5.14837, 0.57663], [6.30748, -1.66845, 7.29040], [0.05977, -0.15898, -2.68661], [6.60644, -6.40290, 11.78698], [-4.72182, 1.43339, -2.23208], [-0.43686, -0.82392, -1.47314], [-0.03427, -1.73221, 6.49176], [-0.89046, 0.02414, -4.63871], [-5.22440, 5.61809, 0.08569], [7.31376, -4.26224, 6.19037], [-2.26044, 0.26562, -8.10092], [-2.85014, 0.29413, -9.29685], [-0.85247, 1.77207, -8.41672], [-1.40407, 4.36529, -9.99859], [-2.28192, 2.49400, 1.88516], [-0.28327, 0.11866, -8.73996], [0.09110, -2.09749, 4.36579], [7.97425, -6.84255, 10.74046], [-4.36522, -0.82379, -11.11939], [5.70155, -7.47720, 9.54488], [4.79787, -0.24836, 6.71002], [4.97855, -1.55140, 5.56490], [-0.85889, -0.87113, 2.60601], [-5.86814, 3.84100, -13.57037], [7.90869, -5.22215, 11.48358], [-1.85562, -1.49228, -3.65082], [-1.19139, -1.89012, -6.33161], [-1.01198, 1.61068, -3.36292], [-2.88949, 0.28118, 1.66607], [1.46782, 2.72124, 1.48102], [-2.51538, 0.52725, 2.66460], [0.21812, 5.26068, -0.63157], [-6.39597, 2.23333, -1.28778], [0.51092, 2.97129, 1.95089], [-0.21771, 1.38706, -2.65018], [3.43404, -1.42889, 8.14079], [-5.56735, 4.88499, -13.50500], [-0.57045, 0.64497, -7.06750], [-1.72978, 1.84746, 2.56992], [-1.79127, 4.00371, -10.94740], [-0.28863, 1.67281, 2.10973], [-0.03585, -1.25018, 5.04637], [7.32289, -6.03052, 11.05748], [-0.54665, 1.92902, -1.27159], [-5.26003, 0.56504, -0.77667], [-5.82024, -0.56962, -10.11787], [4.05046, -3.02496, 7.59909], [-4.09083, -0.16223, -9.16514], [0.75895, 3.33349, 2.95167], [0.87448, -2.36593, -4.14353], [7.55940, -3.48703, 4.62022], [-2.14919, -0.83780, 5.33586], [6.64499, -5.46134, 9.93234], [-1.96011, 2.93040, -10.89962], [7.38158, -2.09469, 6.29339], [-0.86326, -1.34011, -0.48524], [-6.87600, 5.86786, 0.71094], [-1.33491, -0.50963, 4.68514], [1.22015, -0.83575, -5.41735], [-0.55787, 3.82814, -2.30277], [-3.02492, 4.70684, -11.14660], [1.27063, 3.87025, -0.50894], [-2.85493, -2.00499, -3.42848], [-6.44022, 5.52232, -13.40272], [-5.00516, 5.15565, -14.39662], [-4.84373, -0.17903, -10.38534], [-0.71140, 3.46098, -1.28300], [-4.63183, 3.05278, -0.14500], [6.66581, -0.79512, 7.83914], [0.24047, 4.20490, -0.34894], [4.97622, -7.28969, 6.99565], [2.56633, -2.08504, 6.30894], [1.23783, -2.44407, 6.99754], [-1.28204, -1.84405, 0.35403], [3.75228, -2.02392, 7.28088], [5.96949, -3.48233, 5.36931], [-5.77331, 3.12644, -0.52355], [7.55841, -1.29814, 5.56649], [-2.38374, -1.54932, 3.12788], [-0.86839, -2.43524, 6.58063], [-3.65614, 4.40226, -12.27748], [4.04829, -5.80173, 6.68203], [2.50171, -1.11718, 5.81266], [4.42994, -6.46652, 7.45181], [0.27995, 1.67140, -0.60804], [-5.58910, 1.10877, -1.66007], [1.08813, -3.52433, 6.95010], [2.65887, -0.49634, -2.64555], [-0.84852, -3.38923, -5.43437], [-1.18790, 0.55487, 4.89174], [-0.40876, -2.49344, -5.86899], [1.35060, -2.21231, 8.06030], [0.79037, -0.56004, 4.87067], [-0.90915, 0.73351, -8.09595], [-3.27981, 3.62312, -13.11315], [-3.39419, 0.69532, 3.29407], [-1.19901, 4.14352, 1.25130], [1.52193, -0.36323, -2.69653], [0.31556, -1.70045, -4.80493], [-0.11221, 4.12782, 1.14760], [5.86528, -6.31690, 9.27251], [-0.28803, -0.89745, 7.15085], [-4.93537, 0.82684, -10.79045], [0.23017, 1.06808, 2.85950], [-1.73063, 2.35572, 3.54030], [3.60516, -6.85775, 8.04438], [7.03919, -3.40480, 5.57455], [-1.74215, -0.66640, 3.21610], [-0.61037, -0.79790, -3.97652], [-0.27047, 1.07666, 1.19479], [6.17662, -2.47684, 8.01572], [-1.08549, 4.23267, -11.74381]], "lowdin_charge": [0.007, 0.000, 0.105, 0.113, -0.217, 0.103, 0.093, 0.097, 0.131, 0.100, 0.112, -0.014, 0.116, 0.096, -0.035, -0.217, -0.347, 0.097, 0.092, -0.097, -0.209, 0.141, 0.096, 0.067, -0.001, -0.617, 0.093, 0.092, 0.092, 0.105, 0.119, 0.097, 0.099, 0.126, 0.109, 0.102, 0.085, 0.095, 0.093, -0.196, 0.081, 0.121, 0.098, 0.108, -0.204, 0.104, 0.008, -0.190, -0.112, 0.114, -0.041, 0.075, -0.203, -0.030, -0.210, -0.222, -0.036, -0.195, 0.095, 0.094, 0.101, 0.010, 0.106, 0.153, 0.068, 0.112, 0.000, 0.071, -0.265, 0.177, 0.094, -0.207, -0.010, 0.106, 0.006, 0.112, 0.198, 0.092, 0.097, -0.027, -0.187, 0.107, 0.104, -0.206, 0.099, -0.217, -0.196, 0.047, -0.212, 0.059, -0.626, 0.104, 0.112, 0.107, -0.626, 0.087, 0.097, -0.034, 0.103, -0.031, 0.104, 0.208, 0.092, 0.107, -0.019, 0.099, 0.096, -0.029, 0.126, 0.112, 0.097, -0.184, -0.349, -0.194, -0.625, 0.112, 0.095, 0.103, 0.113, 0.099, -0.104, -0.236, -0.172, 0.081, 0.103, 0.100], "homo_lumo_gap_ev": 10.8, "smiles": "C#C[C@](C#N)(CCCCCCCCCCCCCCCCCCCC)[C@H](C#N)[C@@H](C)F.COC(=O)OC.COC(=O)OC.COC(=O)OC.COC(=O)OC", "spin_multiplicity": 1, "e_tot_ha": -2678.91900, "homo_energy_ev": -10.401}

---

[2]
{"formula": "C40H71N10O2P", "method": "ωB97M-V/def2-TZVPD", "symbols": ["C", "C", "C", "N", "H", "H", "H", "H", "C", "H", "C", "H", "O", "C", "H", "C", "H", "C", "H", "H", "C", "H", "H", "C", "C", "H", "N", "H", "H", "H", "H", "H", "H", "H", "H", "H", "N", "C", "H", "H", "N", "H", "H", "C", "C", "H", "O", "H", "H", "H", "C", "H", "N", "H", "H", "H", "C", "H", "H", "N", "C", "N", "C", "C", "H", "H", "C", "C", "C", "H", "H", "P", "N", "C", "C", "H", "C", "H", "C", "H", "C", "C", "H", "H", "C", "H", "H", "H", "H", "N", "H", "H", "H", "C", "H", "H", "H", "H", "N", "C", "H", "H", "H", "H", "H", "H", "H", "C", "H", "C", "C", "C", "H", "C", "C", "C", "H", "H", "H", "H", "H", "C", "H", "C"], "coordinates": [[-9.68777, -2.60476, -1.31691], [-4.60862, 1.43461, 4.16572], [2.31098, 4.03793, 2.71835], [-1.00688, 0.63800, 4.16949], [-10.56543, -1.96679, -1.43626], [0.56671, 3.58327, -6.66584], [1.54974, -4.54687, 5.68648], [-9.85933, -3.52334, -1.87805], [4.05914, 3.16526, -3.16798], [-3.77977, -3.39396, 4.12572], [-0.40730, 0.16066, -7.10978], [8.36694, -0.03594, 2.45261], [-1.72531, -4.00349, -2.74771], [-3.36556, -3.77370, 3.19025], [4.13034, 1.84390, -8.35302], [2.90192, 1.77037, 0.88308], [3.52187, 3.91060, -3.75839], [-0.68811, -0.06292, 0.95059], [-1.35844, -0.21540, 1.78917], [-2.56107, -3.10497, 2.87621], [-0.64956, 0.32766, -5.66732], [-10.10542, -1.01728, 0.95859], [-4.06466, 0.54280, 4.47877], [-9.22668, -1.66148, 1.00560], [1.99665, 5.00820, -7.20467], [4.56807, 2.67904, 1.77419], [-0.19723, 0.04676, -8.23141], [-0.43998, -5.56487, 3.58724], [-1.91711, 1.64150, 0.59500], [4.03875, 3.59790, -8.28343], [-0.27610, 2.08516, 1.10917], [3.43936, 2.93895, -2.29890], [-2.76858, 2.57906, 2.42608], [6.69588, 0.49399, 2.52342], [-4.90157, 1.30873, 3.12125], [0.63866, -1.28354, -5.04375], [0.20807, -2.53198, 3.09918], [-1.65959, 1.51942, 3.85377], [1.75032, 4.49011, 3.53646], [-9.06244, -1.93217, 2.04923], [6.45631, 3.56199, 4.28841], [2.08371, 2.03501, 3.45292], [0.41265, 1.69213, -0.95224], [-0.09109, -4.82794, 4.31273], [2.34146, -5.46877, 3.91627], [0.30844, -0.20400, 1.36117], [-0.53832, 1.63461, -0.85066], [7.23026, -1.04470, 4.39727], [1.06471, -6.22029, 5.47111], [3.02107, 2.70491, -9.42297], [-5.05716, -2.53931, 1.74233], [-3.99572, -4.33055, 1.21450], [2.51212, 6.01716, -7.02906], [-0.81198, -0.71183, -1.11742], [8.49582, 0.04925, 4.96178], [-8.55854, -3.56577, 0.23596], [-3.76707, 2.69240, 4.34522], [-4.36220, 3.56759, 4.07745], [-1.15590, -2.40294, -6.38118], [6.70618, 2.07209, -1.20467], [-1.30964, -2.12978, -5.33562], [-7.15160, -0.31230, 0.17092], [-0.86117, 1.39806, 0.49673], [7.66246, 0.56900, 3.02516], [-3.49346, 2.80248, 5.39655], [5.21846, 4.67541, -2.13311], [8.13738, 2.02577, 3.00857], [7.54114, -0.00058, 4.43460], [-5.70329, -1.93201, 2.91435], [6.01183, 4.02584, -3.56888], [-5.21753, -4.57205, 2.45345], [-0.06647, -2.66264, 0.05526], [-6.20382, -1.46194, 3.83279], [3.73638, 2.03403, 2.05731], [-0.81956, -3.70141, -2.06833], [-0.54644, -0.79329, -3.84367], [-8.06220, -0.90278, 0.53419], [-2.36289, -1.87660, -5.19858], [1.33548, 3.71533, -7.42797], [-1.67424, 0.67256, -5.52291], [7.19093, 2.88871, 3.72851], [-0.40165, -0.98020, -4.90952], [-2.93064, -4.75249, 3.39959], [1.62329, 3.92079, 1.87788], [6.13374, 2.81602, -1.86580], [0.02315, 1.10208, -5.29504], [6.79736, 0.53986, 5.02230], [-8.83376, -2.10042, -1.77110], [3.09843, 4.73399, 2.42283], [2.24793, 1.56639, -0.03520], [-5.51667, 1.48520, 4.76508], [3.52696, 2.85306, 4.03090], [-1.92509, 3.57826, 3.61058], [5.39284, 3.76674, -2.70897], [2.05761, -6.20498, 3.16159], [3.26969, 1.52374, -4.32639], [-4.29276, -1.85536, 1.37028], [9.11739, 2.11501, 3.47896], [0.20053, -3.17798, -1.64827], [3.44699, 2.69082, -8.41823], [4.84566, 2.09721, -4.88346], [8.22134, 2.38349, 1.98185], [4.14498, 1.09011, 2.41873], [-2.11234, -1.31224, -0.04066], [2.81572, 2.55054, -6.37334], [0.84417, 3.73392, -8.40138], [4.71620, 1.10904, -3.42019], [2.35405, 2.57365, -7.36230], [-1.02531, -3.56390, 0.60296], [-1.05261, -1.08328, -0.12420], [0.07686, -3.53903, 3.63130], [2.89764, 2.69966, 3.15319], [1.83203, 1.62597, -7.49453], [-9.43456, -2.91845, 0.15360], [-4.43619, -3.88984, 2.11121], [1.23020, -5.27935, 4.94306], [2.58026, -4.53318, 3.40859], [3.25276, -5.81763, 4.40216], [-1.09180, -3.00526, -4.73230], [-5.80358, -2.66550, 0.95969], [-0.85940, -4.71815, 5.07839], [-2.50341, 2.66305, 3.47979], [-10.28316, -3.47650, 0.55277], [4.23780, 1.90189, -3.99683]], "lowdin_charge": [-0.110, -0.127, -0.103, 0.171, 0.077, 0.109, 0.113, 0.072, -0.255, 0.078, -0.244, 0.110, 0.128, -0.109, 0.073, -0.176, 0.106, -0.278, 0.062, 0.054, -0.180, 0.121, 0.061, -0.182, -0.241, 0.112, 0.152, 0.118, 0.102, 0.070, 0.096, 0.090, 0.102, 0.097, 0.073, 0.115, 0.162, -0.245, 0.072, 0.114, 0.153, 0.106, 0.018, -0.190, -0.109, 0.068, -0.098, 0.072, 0.108, 0.079, -0.184, 0.105, 0.142, 0.059, 0.077, 0.105, -0.257, 0.108, 0.075, 0.138, -0.098, 0.162, -0.287, -0.259, 0.111, 0.117, -0.181, -0.109, -0.240, 0.121, 0.111, 0.912, 0.166, -0.174, -0.487, 0.098, -0.247, 0.084, -0.181, 0.123, -0.238, -0.253, 0.064, 0.061, -0.237, 0.107, 0.069, 0.071, 0.078, 0.196, 0.071, 0.098, 0.118, -0.180, 0.077, 0.060, 0.111, 0.120, -0.116, -0.100, 0.077, 0.113, 0.115, 0.063, 0.081, 0.123, 0.074, -0.263, -0.076, -0.385, -0.238, -0.252, 0.076, -0.262, -0.252, -0.260, 0.071, 0.072, 0.044, 0.095, 0.117, -0.181, 0.108, -0.112], "homo_lumo_gap_ev": 9.0, "smiles": "O=C=NPCCCO.CCCC#N.CCCC#N.CCCC#N.CCCC#N.CCCC#N.CCCC#N.CCCC#N.CCCC#N.CCCC#N", "spin_multiplicity": 1, "e_tot_ha": -2606.06988, "homo_energy_ev": -8.587}